1.
The following is a DFT calculation (ωB97M-V/def2-TZVPD) of a cluster of 2 separate species, CH8N3Si in total in a non-equilibrium geometry.

Structure (XYZ):
```
13
Properties=species:S:1:pos:R:3:forces:R:3
C -0.52863 1.40375 -0.45877 3.625 -1.776 1.505
N 0.65545 0.76932 -0.21560 -2.437 0.940 -1.112
N -1.60339 0.66629 -0.38527 1.320 -1.599 -0.232
N 0.60083 -0.62359 -0.36928 0.897 -0.399 0.326
Si -1.04482 -1.14351 -0.11168 -0.084 1.111 -2.695
H -0.33297 2.43137 -0.59741 -0.993 1.286 -0.199
H 2.10793 -0.91685 1.61167 0.275 0.372 0.323
H 1.49390 1.31883 -0.12598 0.380 -0.425 -0.115
H -2.42997 1.05298 -0.77351 -1.001 0.147 -0.065
H 2.45184 -0.30318 1.88086 -0.111 -0.351 -0.081
H 1.52716 -1.10991 -0.39729 -1.533 0.824 0.052
H -1.33059 -1.55263 1.18515 -0.565 -0.470 1.554
H -1.56673 -1.99286 -1.24288 0.226 0.340 0.741
```
Positions in Å, forces in eV/Å.

Multiplicity: 1
Charge: +1
HOMO-LUMO gap: 10.055 eV
Total energy: -13506.81205 eV


2.
The following is a DFT calculation (ωB97M-V/def2-TZVPD) of a cluster of 2 separate species, CH8NO in total in a non-equilibrium geometry.

Structure (XYZ):
```
11
Properties=species:S:1:pos:R:3:forces:R:3
C -0.26952 -1.35612 -0.48379 0.752 0.454 0.490
N -0.47023 0.02316 -1.04109 0.106 0.333 0.273
H -0.00244 -1.23767 0.56108 -0.147 -0.111 0.064
H -1.15879 -1.89994 -0.63196 -1.120 -0.572 0.135
H 0.52650 -1.89257 -0.97576 0.278 0.254 -0.405
H -1.09701 0.03269 -1.84498 0.323 -0.039 -0.300
H 0.42594 0.46894 -1.25111 -0.094 -0.037 -0.272
H -0.90411 0.64736 -0.35496 0.056 -0.173 0.197
H 0.32027 1.65295 2.43800 0.179 0.125 0.124
H 1.69137 2.06661 1.86699 0.144 0.174 0.150
O 0.93802 1.49458 1.71758 -0.476 -0.407 -0.455
```
Positions in Å, forces in eV/Å.

Multiplicity: 1
Charge: +1
HOMO-LUMO gap: 11.808 eV
Total energy: -4697.68695 eV


- total energy of number 1 (CH8N3Si)?
  -13506.81205 eV